(1)
This record from OMol25 describes a gas-phase ion, C5H9N4O (charge +1). The level of theory is ωB97M-V/def2-TZVPD.

Values from the calculation:
Net charge   +1
F_max   5.05 eV/A
Gap between HOMO and LUMO (alpha / beta)   9.8 / 7.0 eV
Energy   -489.7063 hartree
LUMO (alpha / beta)   -3.58 / -7.64 eV
Spin multiplicity   3

Element x y z (Å)
C1 -0.097 2.138 0.896
C2 -0.288 0.484 0.529
C3 -1.221 -0.611 1.040
C4 1.579 -0.755 -0.308
C5 -0.005 0.137 -1.919
N1 0.909 2.476 0.086
N2 1.393 1.720 -0.759
N3 -2.161 -0.087 1.876
N4 0.673 0.368 -0.498
O1 -1.175 -1.743 0.711
H1 -0.331 2.762 1.788
H2 1.356 -1.508 0.453
H3 1.702 -1.289 -1.301
H4 2.554 -0.252 -0.128
H5 -0.302 -0.863 -2.198
H6 -0.966 0.873 -1.932
H7 0.751 0.467 -2.623
H8 -2.352 0.833 2.231
H9 -2.816 -0.716 2.306

=====

(2)
This record from OMol25 describes a molecular structure, C22H44N3OP3SeTi. The level of theory is ωB97M-V/def2-TZVPD.

Values from the calculation:
Net charge   +4
F_max   3.55 eV/A
Gap between HOMO and LUMO (alpha / beta)   4.3 / 4.3 eV
Energy   -5377.6419 hartree
LUMO (alpha / beta)   -15.67 / -15.65 eV
Spin multiplicity   1

Element x y z (Å)
Ti1 -0.278 0.127 0.157
P1 -1.972 -1.158 2.108
P2 0.769 -2.290 0.420
P3 -2.273 -0.753 -1.241
H1 -0.536 3.105 -0.426
C1 -1.117 2.209 -0.580
C2 -1.874 1.692 0.625
H2 -1.688 2.184 1.596
C3 -1.142 -0.749 3.698
C4 -2.481 -2.869 2.546
C5 -3.543 -0.220 2.241
C6 2.231 -2.558 -0.656
C7 1.423 -2.582 2.124
C8 -0.169 -3.821 0.101
C9 -3.684 0.303 -1.773
C10 -3.308 -2.196 -0.779
C11 -1.503 -1.317 -2.808
H3 -1.628 2.233 -1.551
H4 -2.962 1.587 0.527
H5 -1.062 0.338 3.824
H6 -0.115 -1.133 3.697
H7 -1.692 -1.173 4.554
H8 -1.597 -3.487 2.747
H9 -3.082 -3.341 1.757
H10 -3.077 -2.828 3.471
H11 -3.318 0.854 2.234
H12 -4.054 -0.473 3.181
H13 -4.220 -0.413 1.395
H14 2.732 -3.527 -0.437
H15 2.984 -1.776 -0.484
H16 1.963 -2.507 -1.727
H17 1.755 -3.626 2.239
H18 0.672 -2.363 2.894
H19 2.286 -1.932 2.329
H20 0.511 -4.677 0.222
H21 -0.579 -3.829 -0.915
H22 -1.004 -3.930 0.800
H23 -4.210 -0.235 -2.573
H24 -3.373 1.281 -2.142
H25 -4.384 0.442 -0.937
H26 -3.972 -2.395 -1.629
H27 -3.923 -1.956 0.094
H28 -2.706 -3.085 -0.579
H29 -2.283 -1.460 -3.568
H30 -0.952 -2.253 -2.643
H31 -0.773 -0.558 -3.170
C12 1.331 2.111 -3.460
C13 1.000 3.471 -3.146
C14 0.948 4.447 -4.162
C15 1.368 4.144 -5.474
C16 1.920 2.882 -5.727
C17 1.909 1.891 -4.747
Se1 1.126 0.629 -2.398
H32 -0.217 1.455 -0.918
H33 0.746 3.753 -2.109
H34 0.562 5.454 -3.933
H35 1.262 4.882 -6.279
H36 2.331 2.671 -6.706
H37 2.320 0.898 -4.961
C18 1.524 1.827 4.083
N1 2.348 1.502 2.901
C19 3.710 1.750 2.790
C20 4.399 1.192 1.743
C21 3.640 0.607 0.698
N2 2.280 0.556 0.739
C22 1.711 0.968 1.852
O1 0.405 0.838 1.902
N3 4.196 -0.005 -0.368
H38 0.511 2.091 3.774
H39 1.963 2.725 4.541
H40 1.442 0.969 4.784
H41 4.165 2.232 3.657
H42 5.500 1.252 1.659
H43 5.194 -0.017 -0.512
H44 3.610 -0.061 -1.186

=====

(3)
This record from OMol25 describes a molecular structure, C16H45FHfN3O7. The level of theory is ωB97M-V/def2-TZVPD.

Values from the calculation:
Net charge   +3
F_max   9.08 eV/A
Gap between HOMO and LUMO   3.4 eV
Energy   -1474.3214 hartree
LUMO   -12.38 eV
Spin multiplicity   1

Element x y z (Å)
Hf1 1.725 0.045 1.591
F1 0.842 -0.751 -0.469
C1 -0.438 5.966 0.090
C2 -0.409 4.438 0.229
C3 -0.769 3.849 -1.157
O1 -0.928 2.446 -1.042
C4 -0.967 1.697 -2.176
N1 0.921 3.959 0.618
H1 0.222 6.295 -0.712
H2 -0.210 6.599 0.947
H3 -1.472 6.226 -0.136
H4 -1.108 4.095 0.991
H5 -0.033 4.116 -1.916
H6 -1.719 4.229 -1.532
H7 -1.671 2.093 -2.909
H8 -1.244 0.657 -2.003
H9 -0.038 1.670 -2.744
H10 1.226 4.461 1.439
H11 1.610 4.314 -0.029
C5 -2.513 2.263 2.369
C6 -1.703 1.025 1.905
C7 -2.617 0.059 1.018
O2 -2.021 -1.178 0.944
C8 -2.716 -2.157 0.283
N2 -0.361 1.370 1.320
H12 -3.043 2.563 1.466
H13 -2.005 3.204 2.585
H14 -3.220 2.114 3.185
H15 -1.574 0.395 2.785
H16 -2.832 0.544 0.066
H17 -3.611 -0.047 1.453
H18 -2.611 -1.929 -0.778
H19 -3.790 -2.073 0.447
H20 -2.176 -3.061 0.563
H21 -0.232 2.364 1.447
H22 -0.631 1.638 0.384
C9 -0.481 -3.858 3.315
C10 0.593 -2.915 2.742
C11 1.388 -3.478 1.567
O3 2.310 -2.401 1.128
C12 3.143 -2.867 0.028
N3 0.049 -1.580 2.498
H23 -0.237 -4.901 3.112
H24 -1.429 -3.902 2.779
H25 -0.710 -3.733 4.374
H26 1.274 -2.686 3.562
H27 0.659 -3.818 0.831
H28 1.863 -4.383 1.946
H29 3.421 -3.905 0.211
H30 4.074 -2.328 -0.147
H31 2.586 -2.766 -0.903
H32 -0.516 -1.397 3.315
H33 -0.750 -1.702 1.893
C13 -1.135 -3.522 -4.080
C14 -0.578 -2.432 -3.193
O4 0.742 -2.687 -2.655
O5 -2.553 -3.343 -4.473
H34 -0.967 -4.501 -3.631
H35 -0.745 -3.531 -5.098
H36 -1.168 -2.367 -2.279
H37 -0.680 -1.451 -3.658
H38 0.841 -1.920 -2.086
H39 -2.858 -4.070 -5.021
C15 3.809 0.207 -0.784
C16 3.185 1.522 -1.077
O6 1.988 1.675 -0.281
O7 3.926 -0.017 0.663
H40 4.785 0.099 -1.258
H41 3.246 -0.558 -1.317
H42 2.865 1.622 -2.114
H43 3.839 2.374 -0.887
H44 1.621 2.557 -0.370
H45 4.715 -0.538 0.826

=====

Which of these has the highest spin multiplicity? C5H9N4O